[1]
# C12H11F7N6O3TeV

A structure of composition C12H11F7N6O3TeV (ωB97M-V/def2-TZVPD, the OMol25 dataset).

ORCA input file:
```
! RIJCOSX wB97M-V def2-TZVPD def2/J DEFGRID3
* xyz 0 2
H -1.348 -2.444 2.124
N -0.682 -4.169 1.430
H -0.289 -6.578 1.000
Te 2.033 -1.532 -0.052
H 4.073 4.367 -0.923
C -3.598 2.764 0.914
F 2.245 -0.098 1.254
H -4.224 4.797 0.564
C -1.049 3.590 0.306
F 3.847 -2.007 -0.201
H 3.162 2.229 0.019
O 1.012 -5.383 -2.020
C -1.283 2.266 0.683
N -0.153 -6.011 0.182
F 2.176 -2.676 1.509
F 2.650 -0.118 -1.236
N -0.491 -2.821 1.748
V 0.473 1.174 0.892
H -0.826 -4.822 2.186
C -2.571 1.845 0.977
H 2.465 6.238 -1.323
C -3.405 4.094 0.586
C 2.535 3.093 -0.160
F -4.853 2.367 1.197
F -1.928 5.785 -0.017
C 0.342 3.937 -0.055
C 0.785 5.145 -0.591
N 1.241 2.942 0.132
C -2.119 4.484 0.291
O 1.675 -3.343 -2.158
C -0.170 -4.676 0.282
H 0.266 -6.408 -0.646
C 2.123 5.301 -0.902
C 3.024 4.270 -0.686
N 0.989 -4.213 -1.646
F 0.494 1.354 2.740
H -2.796 0.825 1.259
N 0.228 -3.782 -0.606
H 0.288 -2.715 2.386
O 0.136 0.095 -0.298
H 0.088 5.946 -0.763
*
```

Here is what Mulliken gives for the atomic charges, in e: number 1, H, carries 0.242; number 2, N, carries -0.281; number 3, H, carries 0.185; number 4, Te, carries 1.884; number 5, H, carries 0.400; number 6, C, carries 0.482; number 7, F, carries -0.611; number 8, H, carries 0.494; number 9, C, carries -0.276; number 10, F, carries -0.409; number 11, H, carries 0.439; number 12, O, carries -0.745; number 13, C, carries 0.158; number 14, N, carries -0.362; number 15, F, carries -0.533; number 16, F, carries -0.481; number 17, N, carries -0.343; number 18, V, carries 0.349; number 19, H, carries 0.205; number 20, C, carries -0.324; number 21, H, carries 0.427; number 22, C, carries -0.800; number 23, C, carries 0.000; number 24, F, carries -0.329; number 25, F, carries -0.324; number 26, C, carries 1.314; number 27, C, carries -0.838; number 28, N, carries 0.186; number 29, C, carries 0.341; number 30, O, carries -0.645; number 31, C, carries 0.654; number 32, H, carries 0.247; number 33, C, carries -0.219; number 34, C, carries -0.944; number 35, N, carries 1.276; number 36, F, carries -0.630; number 37, H, carries 0.453; number 38, N, carries -0.622; number 39, H, carries 0.228; number 40, O, carries -0.737; number 41, H, carries 0.491

=====

[2]
# C32H23FN2O10PS

A cluster of 5 separate species, C32H23FN2O10PS in total (ωB97M-V/def2-TZVPD, the OMol25 dataset).

ORCA input file:
```
! RIJCOSX wB97M-V def2-TZVPD def2/J DEFGRID3
* xyz 1 1
C -1.710 0.913 0.900
C 5.350 -0.307 1.037
H -3.624 -0.541 -6.722
C -2.790 1.530 -3.333
O -2.715 -6.368 -0.285
C 7.947 2.803 -0.744
O 6.454 -0.016 1.451
O -2.849 1.156 1.162
H -1.350 -4.287 -1.010
C -2.128 -1.136 -2.282
C -3.724 3.539 -3.012
C 10.082 3.957 -1.091
O -8.835 3.403 3.382
O 1.631 -1.286 -0.353
H 0.061 -2.984 0.571
H -1.977 -1.155 0.242
C -8.560 1.069 3.477
H 10.771 4.566 -1.663
C 2.744 -0.992 0.062
H -2.482 -6.984 2.225
H -8.080 -0.994 3.456
O -5.732 -0.773 2.373
C -3.012 0.300 -4.187
C 9.631 2.654 1.031
H -5.031 1.664 1.830
H -2.031 2.228 -1.346
H -1.070 -5.682 3.807
H -2.783 -1.988 -4.299
C -1.396 -0.246 -0.119
C 3.665 -0.158 -0.737
O 0.297 -3.598 3.079
O 6.839 2.511 -1.159
H -1.879 -2.143 -1.847
C -1.260 -4.550 0.037
C -2.025 -5.735 0.487
P -3.739 0.627 -5.899
N -3.096 2.837 -3.860
H -9.539 0.965 3.928
S -5.619 1.119 -5.634
C 4.426 -1.142 1.837
C -0.503 -3.853 0.884
C -0.395 -4.235 2.310
C -6.444 0.185 2.606
H 7.730 1.727 1.150
C 8.871 3.638 -1.543
H -0.283 -0.493 -0.210
H 3.301 0.175 -1.701
C -1.917 -6.116 1.913
H 4.787 -1.476 2.801
C -6.009 1.562 2.281
H 5.566 0.771 -0.858
O -4.348 3.895 -2.099
C -1.160 -5.418 2.761
C -2.656 -1.070 -3.670
H 8.508 3.971 -2.507
N -1.935 0.020 -1.501
C -8.125 2.446 3.151
O 11.659 3.781 0.645
C -2.219 1.309 -1.970
C 4.877 0.161 -0.286
C 8.419 2.336 0.579
H -6.488 3.625 2.301
F -0.696 1.693 1.476
C 3.214 -1.460 1.383
C 10.556 3.489 0.232
C -7.778 0.019 3.224
H 9.993 2.321 1.995
H 2.524 -2.069 1.955
C -6.790 2.611 2.533
H -2.987 1.673 -6.547
*
```

Here is what Mulliken gives for the atomic charges, in e: number 1, C, carries 0.153; number 2, C, carries 0.355; number 3, H, carries 0.130; number 4, C, carries 0.115; number 5, O, carries -0.534; number 6, C, carries 0.516; number 7, O, carries -0.517; number 8, O, carries -0.382; number 9, H, carries 0.523; number 10, C, carries 0.062; number 11, C, carries 0.631; number 12, C, carries -0.405; number 13, O, carries -0.529; number 14, O, carries -0.599; number 15, H, carries 0.470; number 16, H, carries 0.392; number 17, C, carries -0.342; number 18, H, carries 0.404; number 19, C, carries 0.480; number 20, H, carries 0.433; number 21, H, carries 0.416; number 22, O, carries -0.563; number 23, C, carries 0.289; number 24, C, carries -0.449; number 25, H, carries 0.551; number 26, H, carries 0.409; number 27, H, carries 0.444; number 28, H, carries 0.381; number 29, C, carries 0.296; number 30, C, carries -0.556; number 31, O, carries -0.540; number 32, O, carries -0.552; number 33, H, carries 0.096; number 34, C, carries -0.451; number 35, C, carries 0.104; number 36, P, carries 0.144; number 37, N, carries -0.525; number 38, H, carries 0.416; number 39, S, carries -0.322; number 40, C, carries -0.587; number 41, C, carries 0.203; number 42, C, carries 0.304; number 43, C, carries 0.354; number 44, H, carries 0.361; number 45, C, carries -0.397; number 46, H, carries -0.060; number 47, H, carries 0.437; number 48, C, carries -0.442; number 49, H, carries 0.463; number 50, C, carries -0.217; number 51, H, carries 0.403; number 52, O, carries -0.291; number 53, C, carries -0.445; number 54, C, carries -0.597; number 55, H, carries 0.417; number 56, N, carries 0.167; number 57, C, carries 0.325; number 58, O, carries -0.529; number 59, C, carries 0.050; number 60, C, carries -0.225; number 61, C, carries -0.108; number 62, H, carries 0.433; number 63, F, carries -0.254; number 64, C, carries -0.305; number 65, C, carries 0.304; number 66, C, carries -0.400; number 67, H, carries 0.437; number 68, H, carries 0.509; number 69, C, carries -0.398; number 70, H, carries 0.147

=====

[3]
# C4H12N2S

The molecule C4H12N2S (ωB97M-V/def2-TZVPD, the OMol25 dataset).

Summary:
Structure (SMILES) ... C[C@H](CS)NCN

ORCA input file:
```
! RIJCOSX wB97M-V def2-TZVPD def2/J DEFGRID3
* xyz 0 1
C -0.257 -0.128 -0.402
C 0.767 0.974 -0.339
H -1.016 2.365 0.407
H 0.432 -0.391 -2.477
H 1.239 1.265 0.567
C -0.185 -1.786 1.504
H 1.553 0.933 -1.066
H -0.919 0.255 0.279
N 0.112 -3.173 1.930
H 0.145 -1.078 2.297
H -0.527 -3.884 1.706
H 0.640 -1.971 -0.493
H -1.196 -0.909 -2.272
H -1.371 -1.619 1.376
N 0.474 -1.240 0.223
C -0.441 -0.150 -1.891
H 0.995 -3.498 2.034
S -0.150 2.828 -0.533
H -0.986 0.714 -2.140
*
```

Here is what Mulliken gives for the atomic charges, in e: number 1, C, carries 0.305; number 2, C, carries -1.188; number 3, H, carries 0.117; number 4, H, carries 0.447; number 5, H, carries 0.408; number 6, C, carries -0.315; number 7, H, carries 0.405; number 8, H, carries 0.567; number 9, N, carries -0.447; number 10, H, carries 0.234; number 11, H, carries 0.193; number 12, H, carries 0.272; number 13, H, carries 0.374; number 14, H, carries 0.254; number 15, N, carries -0.433; number 16, C, carries -1.594; number 17, H, carries 0.170; number 18, S, carries -0.234; number 19, H, carries 0.465

=====

Energy relative to the best compared isomer or geometry (same formula, charge and spin) readings, ordered: 11.8 0.0 227.9 kJ/mol